# 1
19
Properties=species:S:1:pos:R:3:lowdin_spin:R:1 method="wB97M-V/def2-TZVPD" e_lumo_ev="-11.96 / -17.12" total_energy_ev=-22878.47119 homo_ev="-20.58 / -24.58" orbital_gap_ev="8.62 / 7.46" charge=+3 spin_multiplicity=5
O 2.73664 1.38271 -1.71560 0.06
C 1.96612 0.53777 -1.75955 0.12
Ir 0.43178 -0.58090 -1.93580 1.81
O 2.23736 -2.68479 -3.42521 0.11
C 1.54501 -1.91638 -2.89368 0.19
C -0.74446 0.73663 -2.87155 0.17
O -1.43796 1.55094 -3.30270 0.10
C -0.90046 -1.95992 -1.65481 0.11
O -1.87079 -2.58501 -1.60389 0.06
N -0.06448 1.37808 2.70599 0.01
C -0.94134 0.22941 2.37221 0.06
C -0.34259 -0.32048 1.09507 0.08
O -0.12721 -1.53812 0.97581 0.81
O -0.07936 0.63407 0.30018 0.30
H 0.89405 1.04557 2.82826 0.00
H -0.30231 1.92660 3.52832 0.00
H -0.05850 1.99852 1.87557 0.00
H -0.99298 -0.42183 3.22650 0.00
H -1.94851 0.58713 2.25488 0.00

=====

# 2
85
Properties=species:S:1:pos:R:3:lowdin_charge:R:1 method="wB97M-V/def2-TZVPD" e_lumo_ev=4.37 total_energy_ev=-82535.50416 e_above_lowest_kj_mol=0.0 homo_ev=-0.85 orbital_gap_ev=5.22 charge=-2
Ag -0.27884 -0.04764 -0.13608 0.40
C -0.11355 -3.00736 -3.89140 -0.06
C 0.06296 -1.87947 -2.90549 -0.30
N -0.14907 -2.01392 -1.63334 0.01
N -0.58399 -3.22277 -1.24303 -0.06
C -1.00164 -3.36786 -0.00503 -0.93
N -1.33350 -4.68861 0.29473 0.01
S -1.21610 -2.24808 1.25714 0.52
C 0.47280 -0.57495 -3.40656 -0.26
C 0.84850 -0.39098 -4.74707 -0.03
C 1.21916 0.86195 -5.19065 -0.09
C 1.17622 1.93149 -4.30662 -0.07
C 0.76054 1.67187 -3.00880 -0.16
N 0.43974 0.47012 -2.56300 0.08
H -0.48081 -3.87599 -3.35664 0.04
H 0.84507 -3.25478 -4.35834 0.07
H -0.82299 -2.73990 -4.67901 0.07
H -1.60391 -5.22973 -0.51437 0.06
H -1.97581 -4.74513 1.06776 0.04
H 0.84783 -1.23333 -5.42487 0.09
H 1.52897 1.00989 -6.21862 0.09
H 1.45569 2.93118 -4.61143 0.09
H 0.67219 2.46984 -2.27967 0.09
C 0.05515 3.61072 0.20223 -0.18
O 0.69855 2.36095 0.24419 -0.37
Si 2.34543 2.12837 0.47700 0.28
C 3.24207 2.81984 -1.06012 -0.17
C 2.83048 3.42259 1.80932 -0.18
C 2.50237 0.35901 0.84339 -0.44
Si 2.18776 -0.06170 2.60313 0.35
C 3.61969 0.39085 3.80595 -0.20
C 0.68198 0.85025 3.32482 -0.19
C 1.87604 -1.90997 2.94212 -0.22
Si 3.85566 -0.52725 -0.00295 0.36
C 3.63414 -0.65095 -1.89343 -0.18
C 4.11779 -2.32512 0.56925 -0.20
C 5.59843 0.25414 0.21659 -0.20
H 0.08417 4.10608 1.18059 0.08
H -0.98816 3.45506 -0.08175 0.03
H 0.51581 4.28551 -0.53597 0.07
H 2.84420 3.79812 -1.34755 0.02
H 3.13303 2.15280 -1.91658 -0.01
H 4.31128 2.93915 -0.86798 0.01
H 2.72592 4.45005 1.44657 0.02
H 3.86479 3.28478 2.13635 0.02
H 2.19267 3.31126 2.69095 0.00
H 3.82802 1.46410 3.77241 0.00
H 4.53948 -0.12688 3.51138 0.01
H 3.39680 0.12003 4.84346 0.01
H 0.89621 1.90540 3.51824 0.01
H 0.33183 0.39785 4.25631 0.02
H -0.14113 0.80992 2.60632 -0.01
H 2.78508 -2.41921 3.27857 0.01
H 1.52117 -2.40742 2.03771 -0.02
H 1.10268 -2.04340 3.70111 0.01
H 2.57892 -0.81800 -2.12797 0.00
H 4.21301 -1.46970 -2.33190 0.02
H 3.93974 0.27415 -2.38996 0.01
H 3.20448 -2.90941 0.42882 0.02
H 4.37279 -2.36346 1.63235 0.01
H 4.92247 -2.80990 0.00937 0.01
H 5.60310 1.26957 -0.18998 0.00
H 6.39532 -0.31114 -0.27911 0.01
H 5.84829 0.32890 1.27968 0.01
C -8.03832 -0.40731 2.33150 -0.08
C -6.75105 -0.22561 1.56687 -0.30
C -6.62092 -0.64294 0.25083 -0.05
C -5.45884 -0.40799 -0.48071 -0.34
C -5.36572 -0.94679 -1.88451 -0.14
C -4.38924 0.29646 0.09730 -0.56
Te -2.77645 0.98357 -1.11214 0.68
C -4.47375 0.61517 1.46472 -0.33
C -3.29393 1.20639 2.18390 -0.12
C -5.64666 0.36767 2.16788 -0.04
H -8.79059 -0.90273 1.71498 0.06
H -8.44207 0.55997 2.64242 0.07
H -7.88655 -1.00718 3.23304 0.07
H -7.44852 -1.16944 -0.21944 0.10
H -6.12011 -1.72106 -2.05337 0.06
H -4.37394 -1.37009 -2.04701 0.04
H -5.50090 -0.15700 -2.62723 0.06
H -2.38814 0.68635 1.87073 0.00
H -3.40163 1.11564 3.26740 0.07
H -3.16281 2.26210 1.93181 0.07
H -5.70682 0.64303 3.21847 0.11

=====

# 3
110
Properties=species:S:1:pos:R:3:lowdin_charge:R:1 method="wB97M-V/def2-TZVPD" e_lumo_ev=-5.65 total_energy_ev=-109766.03974 homo_ev=-10.38 orbital_gap_ev=4.72 charge=+1
C -1.33468 8.08474 -6.06344 -0.04
C -1.52209 6.54954 -6.50888 -0.28
C -0.09986 6.09531 -7.18053 -0.07
O 0.42123 4.96040 -6.42764 -0.11
C 1.79753 5.09813 -6.10338 -0.42
O 2.59409 4.31590 -6.69152 0.10
C 2.28817 6.15979 -4.99522 -0.30
S 1.08335 6.16776 -3.54242 0.90
C 1.13943 4.37574 -3.01589 -0.38
N 0.11952 3.48953 -3.50448 0.09
C 0.07937 2.08518 -3.20417 0.13
C 1.18890 1.44287 -2.32126 -0.05
O 1.12533 0.02439 -2.08693 0.07
B 1.37004 -0.53478 -3.43110 -0.55
O 2.58964 -0.20618 -4.15899 0.13
O 0.38695 -1.39628 -4.07539 0.11
C 2.30423 2.34990 -1.73626 0.07
C 3.47737 1.78521 -0.80635 -0.37
O 4.55580 1.46436 -1.36130 0.11
O 3.39049 1.61877 0.59308 0.10
C 2.28097 3.85576 -2.10400 -0.23
P 3.59908 5.09994 -1.50995 0.35
S 3.04534 5.98920 0.13785 0.16
O -1.76450 5.62904 -5.41559 -0.11
C -2.95290 5.95691 -4.68697 -0.43
O -4.06926 5.79085 -5.22362 0.10
C -2.74474 6.48244 -3.17374 -0.42
S -3.25197 5.09709 -1.99735 0.65
H -2.35468 8.61314 -5.95085 0.10
H -0.85409 8.06199 -5.01450 0.08
H -0.65674 8.66159 -6.78086 0.10
H -2.33296 6.52136 -7.32737 0.17
H 0.66776 6.94638 -7.11326 0.13
H -0.24678 5.71986 -8.26405 0.16
H 2.48950 7.20482 -5.40235 0.12
H 3.27420 5.72705 -4.58192 0.08
H -0.61922 3.87398 -4.11671 0.14
H -0.78794 1.48210 -3.64516 0.17
H 2.42199 0.55406 -4.76652 0.12
H -0.24304 -0.78018 -4.51847 0.12
H 2.73348 2.24093 0.98855 0.14
H 4.84866 4.38798 -1.34495 0.02
H 3.76240 6.08826 -2.52964 -0.03
H -1.62973 6.65936 -2.94102 0.04
H -3.31673 7.44971 -2.96194 0.11
H -4.57580 5.35929 -1.63702 -0.10
C 0.32257 -2.01019 -0.28095 -0.11
O -0.86903 -2.12257 0.48311 -0.18
C -1.29113 -3.47943 0.63057 -0.19
C -0.93425 -4.02390 2.00811 -0.19
O 0.47815 -4.14364 2.16751 -0.19
C 1.02480 -3.08759 2.94548 -0.11
H 0.69800 -0.99300 -0.17610 0.07
H 1.09455 -2.70249 0.06501 0.10
H 0.10313 -2.19725 -1.33724 0.08
H -0.86866 -4.10766 -0.16164 0.12
H -2.37992 -3.48707 0.51953 0.12
H -1.35150 -5.03077 2.10575 0.13
H -1.36643 -3.40272 2.80000 0.12
H 0.75986 -3.22921 3.99838 0.08
H 0.67556 -2.10924 2.60617 0.08
H 2.11159 -3.11993 2.85061 0.09
C 1.71063 -1.26397 9.81068 -0.11
O 2.79145 -1.00296 8.92450 -0.19
C 3.06117 -2.10593 8.06080 -0.20
C 2.49806 -1.86651 6.66534 -0.20
O 1.07028 -1.85378 6.67859 -0.21
C 0.54419 -0.53543 6.62235 -0.11
H 1.42541 -0.32322 10.28492 0.09
H 0.84100 -1.66549 9.28454 0.08
H 2.02990 -1.96559 10.58724 0.09
H 2.67413 -3.03860 8.48610 0.13
H 4.14979 -2.19583 7.99097 0.12
H 2.80250 -2.69460 6.01740 0.12
H 2.89407 -0.94029 6.23519 0.12
H 0.67182 -0.12998 5.61270 0.08
H 1.02347 0.12581 7.34771 0.09
H -0.52260 -0.58344 6.84834 0.08
C -4.62489 -1.97435 8.88124 -0.11
O -3.54510 -1.71185 7.99450 -0.20
C -3.27454 -2.81472 7.13002 -0.20
C -3.83878 -2.57548 5.73484 -0.20
O -5.26518 -2.56421 5.74703 -0.19
C -5.79488 -1.24734 5.69126 -0.11
H -4.91100 -1.03403 9.35593 0.09
H -5.49421 -2.37681 8.35550 0.08
H -4.30428 -2.67581 9.65739 0.09
H -3.66005 -3.74787 7.55557 0.13
H -2.18547 -2.90331 7.05969 0.12
H -3.53344 -3.40305 5.08669 0.12
H -3.44362 -1.64842 5.30526 0.12
H -5.66767 -0.84000 4.68271 0.09
H -5.31772 -0.58598 6.41812 0.08
H -6.86133 -1.29871 5.91617 0.09
C 1.50994 -4.16318 -5.07484 -0.11
O 1.19744 -5.15384 -6.04409 -0.19
C 2.13773 -6.22816 -6.04226 -0.20
C 1.58023 -7.45082 -5.32397 -0.20
O 1.42314 -7.20430 -3.92726 -0.19
C 0.07189 -6.94595 -3.57357 -0.11
H 0.65446 -3.49423 -4.98478 0.07
H 1.71206 -4.60275 -4.09437 0.09
H 2.37664 -3.58214 -5.40629 0.09
H 3.08949 -5.91286 -5.60017 0.13
H 2.32431 -6.48865 -7.08880 0.12
H 2.29640 -8.27226 -5.42292 0.12
H 0.63500 -7.77311 -5.77338 0.13
H -0.50412 -7.87627 -3.60951 0.09
H -0.38612 -6.20393 -4.23187 0.08
H 0.05396 -6.56230 -2.55198 0.08

=====

# 4
118
Properties=species:S:1:pos:R:3:lowdin_spin:R:1 method="wB97M-V/def2-TZVPD" e_lumo_ev="-6.04 / -6.04" total_energy_ev=-78462.80833 homo_ev="-12.48 / -13.77" orbital_gap_ev="6.44 / 7.72" charge=+2 spin_multiplicity=2
Zr 13.61688 10.43669 10.63227 0.00
C 17.97169 11.15198 10.19442 0.00
C 16.77266 11.17079 10.90734 0.00
N 15.86436 10.42678 10.29609 0.00
N 16.48012 9.82983 9.17180 0.00
C 17.72393 10.32017 9.08478 0.00
B 15.62232 8.88238 8.24532 0.00
N 14.63948 9.80274 7.56327 0.00
C 14.33741 10.09424 6.32759 0.00
C 13.35935 11.04935 6.29993 0.00
C 13.04924 11.29437 7.61147 0.00
N 13.79466 10.49454 8.39287 0.00
N 14.97361 7.90548 9.36195 0.00
C 15.08863 6.55978 9.46227 0.00
C 14.33435 6.10903 10.54710 0.00
C 13.77553 7.26974 11.12189 0.00
N 14.16932 8.30791 10.35615 0.00
N 16.61897 8.13684 7.34350 0.00
C 17.91965 7.73618 7.59588 0.00
C 18.33843 6.94632 6.56026 0.00
C 17.18420 6.88295 5.72773 0.00
N 16.19958 7.66554 6.18207 0.00
H 18.91339 11.58634 10.49848 0.00
H 16.62499 11.64112 11.81733 0.00
H 18.32308 10.09530 8.18380 0.00
H 14.84138 9.57398 5.52948 0.00
H 12.94130 11.51223 5.43897 0.00
H 12.43338 12.05098 8.05312 0.00
H 15.61350 6.00807 8.65352 0.00
H 14.21512 5.02608 10.80106 0.00
H 13.10019 7.50531 11.95477 0.00
H 18.38361 7.89210 8.57567 0.00
H 19.25686 6.44855 6.44952 0.00
H 16.98432 6.38983 4.77848 0.00
C 16.52347 8.57751 12.80097 0.00
C 15.52402 8.67874 13.97740 0.00
C 16.34413 9.25737 15.07794 0.00
C 14.25315 9.46609 13.80695 0.00
C 13.28982 9.53066 14.76567 0.00
C 12.26488 10.34517 14.32349 0.00
C 10.95821 10.78446 14.98092 0.00
C 9.79259 9.98056 14.38821 0.00
C 11.13091 10.53494 16.50677 0.00
N 12.64975 10.83879 13.10173 0.00
N 13.89496 10.26836 12.75072 0.00
B 12.07658 12.17656 12.40624 0.00
N 11.10239 11.71962 11.25174 0.00
N 11.46868 10.73770 10.30097 0.00
C 10.37025 10.46460 9.57467 0.00
C 9.31552 11.31458 9.88447 0.00
C 9.81906 12.11813 10.97715 0.00
C 9.08342 13.29600 11.62297 0.00
C 9.78794 14.54404 11.13600 0.00
C 7.58837 13.30455 11.27138 0.00
C 10.32001 9.47354 8.44484 0.00
C 11.14573 8.23807 8.82408 0.00
C 8.85598 9.08133 8.23238 0.00
N 13.15063 13.09390 11.93855 0.00
N 13.75194 12.73952 10.74282 0.00
C 14.65531 13.72065 10.47860 0.00
C 14.57467 14.71167 11.45254 0.00
C 13.74672 14.19188 12.44914 0.00
C 13.44892 14.83276 13.77321 0.00
C 12.03082 15.38424 13.76253 0.00
C 13.73295 13.76367 14.88080 0.00
C 15.32663 13.74884 9.15170 0.00
C 16.68740 14.40850 9.12242 0.00
C 14.30534 14.46086 8.23058 0.00
H 17.44270 8.01671 13.15713 0.00
H 16.82255 9.55548 12.48211 0.00
H 16.12177 8.03624 11.94542 0.00
H 15.17378 7.66396 14.19157 0.00
H 16.78436 10.19343 14.71086 0.00
H 17.12905 8.49986 15.36179 0.00
H 15.80102 9.48664 15.99892 0.00
H 13.31751 8.81874 15.62471 0.00
H 10.78830 11.87678 14.93219 0.00
H 10.09348 8.99138 14.06988 0.00
H 9.36903 10.46349 13.48494 0.00
H 8.87464 9.91133 15.06840 0.00
H 11.21383 9.44530 16.64945 0.00
H 10.26145 10.80836 17.04976 0.00
H 12.03182 11.07155 16.81922 0.00
H 11.42022 12.63029 13.25431 0.00
H 8.31216 11.19984 9.44138 0.00
H 9.20092 13.28101 12.72236 0.00
H 9.43305 14.85786 10.19355 0.00
H 10.87489 14.32577 11.00871 0.00
H 9.74300 15.34717 11.78520 0.00
H 7.44841 13.35648 10.17114 0.00
H 7.11779 14.23764 11.63229 0.00
H 6.93572 12.50165 11.60376 0.00
H 10.65861 9.98819 7.55689 0.00
H 10.62161 7.60688 9.52026 0.00
H 12.12196 8.56589 9.20030 0.00
H 11.34532 7.63038 7.95738 0.00
H 8.40686 8.63375 9.10647 0.00
H 8.84636 8.27087 7.47226 0.00
H 8.21155 9.93209 7.76098 0.00
H 15.14853 15.62207 11.51184 0.00
H 14.11889 15.66944 13.95409 0.00
H 11.29278 14.63109 13.80232 0.00
H 11.89612 16.09075 12.89706 0.00
H 11.87925 15.94428 14.68641 0.00
H 12.84646 13.26806 15.06482 0.00
H 14.06176 14.37186 15.78546 0.00
H 14.54816 13.10730 14.61531 0.00
H 15.48681 12.72628 8.83300 0.00
H 16.60035 15.37441 9.50185 0.00
H 16.94580 14.54038 8.07167 0.00
H 17.38312 13.78348 9.66748 0.00
H 13.87394 15.29318 8.82180 0.00
H 13.46794 13.80116 7.98319 0.00
H 14.66806 14.76535 7.22974 0.00
Cl 9.52656 6.50006 11.53857 0.18
C 8.79049 5.31273 10.53100 0.75
H 8.29115 4.46909 11.01042 0.04
H 8.79793 5.47745 9.47936 0.04

=====

> The highest charge belongs to which entry?

C6H5IrNO6